Density functional theory data (ωB97M-V with the def2-TZVPD basis set) for C32H30As2IrN9O as an isolated structure.

- Electronic energy: -6380.75310 a.u.
- Energy relative to the best compared isomer or geometry (same formula, charge and spin): 3.07 kcal per mole

Structure (ORCA input):
```
! RIJCOSX wB97M-V def2-TZVPD def2/J DEFGRID3
* xyz 2 5
Ir 0.28 -0.67 -0.80
C -1.14 2.43 -3.89
C -0.51 1.35 -3.30
N -0.62 1.13 -1.99
C -1.36 1.97 -1.26
C -2.00 3.04 -1.88
N -1.89 3.28 -3.18
C -1.52 1.64 0.18
C -2.00 2.53 1.13
C -2.15 2.12 2.45
C -1.83 0.78 2.73
C -1.36 -0.05 1.73
N -1.17 0.39 0.49
C -1.07 -1.49 1.92
C -1.53 -2.23 3.00
N -1.31 -3.54 3.10
C -0.65 -4.12 2.11
C -0.20 -3.40 1.01
N -0.39 -2.09 0.94
C -2.63 3.05 3.51
C -2.91 2.60 4.80
C -3.37 3.50 5.74
N -3.56 4.80 5.50
C -3.28 5.22 4.27
C -2.82 4.40 3.25
H -1.05 2.62 -4.95
H 0.09 0.65 -3.87
H -2.63 3.72 -1.32
H -2.25 3.53 0.83
H -1.93 0.39 3.73
H -2.11 -1.78 3.79
H -0.48 -5.19 2.18
H 0.33 -3.88 0.19
H -2.80 1.56 5.09
H -3.60 3.17 6.75
H -3.43 6.28 4.08
H -2.61 4.84 2.29
C 2.50 -0.82 2.29
As 2.26 0.04 0.57
C 2.59 1.90 1.00
C 3.82 -0.57 -0.41
C 5.09 -0.25 0.06
C 6.22 -0.75 -0.57
C 6.09 -1.58 -1.67
C 4.83 -1.89 -2.16
C 3.69 -1.39 -1.54
As 1.94 -1.80 -2.28
C 2.16 -1.27 -4.13
C 1.95 -3.73 -2.43
H 3.49 -0.57 2.67
H 2.41 -1.90 2.18
H 1.74 -0.46 2.98
H 3.50 1.99 1.58
H 1.75 2.26 1.59
H 2.68 2.48 0.08
H 5.21 0.39 0.93
H 7.21 -0.49 -0.20
H 6.97 -1.98 -2.16
H 4.74 -2.53 -3.02
H 3.01 -1.80 -4.55
H 2.33 -0.20 -4.19
H 1.26 -1.54 -4.68
H 2.66 -4.04 -3.19
H 0.95 -4.07 -2.70
H 2.23 -4.17 -1.48
N -2.85 -1.77 -4.10
C -2.42 -1.75 -2.83
O -1.30 -2.07 -2.46
C -3.41 -1.22 -1.82
C -3.45 -1.81 -0.55
N -3.48 -2.32 0.48
C -4.16 -0.07 -2.11
N -4.74 0.90 -2.34
H -3.80 -1.57 -4.35
H -2.24 -2.14 -4.81
*
```